Entry 1:
81
Properties=species:S:1:pos:R:3 method="wB97M-V/def2-TZVPD" spin_multiplicity=1 e_tot_ev=-134323.9387 total_charge=+1 e_homo_ha=-0.3798 lumo_ev=-3.37 homo_lumo_gap_ev=6.96
Sn 0.2403 0.6432 -1.5258
O -1.5954 -2.0076 -4.4097
C -1.5704 -1.2551 -3.4659
O -0.5079 -0.7173 -2.9576
C -2.9331 -0.8212 -2.8742
C -3.3725 0.4837 -3.5450
C -4.8707 0.7636 -3.4747
C -5.0294 1.4420 -2.1028
C -3.5911 1.7272 -1.7134
O -2.8020 1.5999 -2.7927
C -3.0111 -0.7984 -1.3310
C -1.8250 -1.4965 -0.6452
O -1.9381 -2.6970 -0.5349
O -0.8531 -0.7534 -0.2585
H -3.6225 -1.5981 -3.2035
H -2.9666 0.5296 -4.5518
H -5.1613 1.4433 -4.2727
H -5.4564 -0.1474 -3.5726
H -5.5679 2.3864 -2.1600
H -5.5418 0.8257 -1.3672
H -3.3749 2.6338 -1.1564
H -3.9194 -1.2872 -1.0088
C -1.6196 3.7585 1.9028
C -1.7508 2.4418 1.1882
O -0.8914 2.0742 0.4166
C -2.9415 1.5807 1.4994
C -3.4598 1.6520 2.7916
C -4.5242 0.8651 3.1979
C -5.1219 0.0109 2.2915
C -4.6450 -0.0702 0.9897
C -3.5543 0.6899 0.6145
O -3.0759 0.6107 -0.7354
H -0.9648 4.4016 1.3203
H -1.1443 3.5880 2.8728
H -2.5798 4.2407 2.0759
H -2.9998 2.3241 3.5025
H -4.8876 0.9283 4.2139
H -5.9678 -0.5969 2.5815
H -5.1381 -0.7363 0.2994
O 1.5714 0.1206 -5.5467
C 1.6222 0.3076 -4.4408
C 3.7513 -1.8071 -2.4803
Si 3.4184 -2.2809 -0.7078
C 5.0282 -2.6065 0.1751
C 2.2787 -3.7526 -0.6045
As 2.2176 -0.4593 0.2512
Si 3.7122 1.3646 0.4250
C 3.7437 2.1086 -1.2929
C 2.9520 2.6151 1.5943
C 5.4463 0.9478 0.9713
Si 1.5635 -1.2015 2.4096
C 0.7711 0.2576 3.2736
C 0.3337 -2.5886 2.2705
C 3.0857 -1.7572 3.3400
H 4.1430 -2.6677 -3.0281
H 4.4849 -1.0015 -2.5534
H 2.8381 -1.4862 -2.9826
H 5.5324 -3.4342 -0.3323
H 4.8847 -2.8947 1.2165
H 5.6967 -1.7476 0.1522
H 2.5923 -4.5057 -1.3318
H 1.2409 -3.4897 -0.8205
H 2.3126 -4.2126 0.3844
H 2.8019 2.6146 -1.5181
H 3.9150 1.3645 -2.0735
H 4.5413 2.8530 -1.3599
H 1.8676 2.6666 1.4716
H 3.3643 3.6032 1.3739
H 3.1688 2.3903 2.6397
H 6.0047 0.4295 0.1915
H 5.4764 0.3372 1.8745
H 5.9676 1.8858 1.1819
H -0.0806 0.6219 2.6943
H 1.4658 1.0834 3.4217
H 0.4067 -0.0610 4.2540
H -0.4727 -2.3476 1.5807
H -0.0903 -2.7802 3.2604
H 0.7945 -3.5122 1.9207
H 3.9148 -1.0533 3.2526
H 3.4298 -2.7321 2.9922
H 2.8394 -1.8542 4.4011



Entry 2:
103
Properties=species:S:1:pos:R:3 method="wB97M-V/def2-TZVPD" spin_multiplicity=3 e_tot_ev=-162018.4586 e_homo_ha="-0.2932 / -0.3086" s2=2.01 lumo_ev="-5.31 / -5.31" homo_lumo_gap_ev="2.67 / 3.09"
Hf 5.4354 -0.2789 1.0682
C 3.9442 2.7991 4.3796
F 4.2372 3.4932 5.4691
F 2.6521 2.5061 4.3926
F 4.2046 3.5636 3.3485
S 4.8501 1.1275 4.4198
O 4.1134 0.3368 5.3674
O 4.7668 0.4802 3.0722
O 6.1949 1.3899 4.8906
C 5.0572 3.9360 -0.9838
F 4.9500 3.0001 -1.9252
F 5.6912 4.9393 -1.5962
F 3.8829 4.2834 -0.4882
S 6.1627 3.2996 0.4154
O 5.5163 2.0372 0.9035
O 7.4532 3.0179 -0.2044
O 6.1563 4.2994 1.4361
C 2.4578 -3.2909 -0.6404
F 1.6251 -2.3274 -0.2667
F 2.1440 -4.4545 -0.1059
F 2.3725 -3.4042 -1.9633
S 4.2468 -2.8284 -0.1829
O 5.0201 -3.9670 -0.5474
O 4.6951 -1.5295 -0.7352
O 4.3598 -2.4459 1.2267
B 2.8406 0.8440 0.4583
F 3.1264 -0.2658 1.2806
F 3.8852 0.7977 -0.4264
F 1.6336 0.6717 -0.1913
F 2.8823 1.9240 1.2739
C -0.0628 3.2901 1.4231
Cl -1.6204 3.5861 0.6148
Cl -0.3538 2.7791 3.1050
Cl 0.9638 4.7382 1.3081
H 0.5100 2.4873 0.9684
C -1.7983 -0.2288 0.7684
C -2.7357 -1.4691 0.6751
C -2.1905 -2.4612 1.7304
C -3.0373 -3.6420 2.0249
C -4.4498 -3.2352 2.4318
C -5.1005 -2.2041 1.4771
N -4.1429 -1.1794 1.0126
O -4.6420 -0.2147 0.2142
C -5.6857 -3.1854 0.3569
C -6.2511 -1.5656 2.2472
C -2.4538 -2.0223 -0.7373
H -0.7506 -0.4127 0.5427
H -1.9252 0.2593 1.7369
H -2.2050 0.5243 0.0885
H -1.1588 -2.7507 1.5224
H -2.0312 -1.8642 2.6346
H -2.7457 -4.2339 2.8937
H -3.2544 -4.3374 1.2098
H -4.3952 -2.8077 3.4362
H -5.0340 -4.1531 2.4263
H -4.9290 -3.8141 -0.1172
H -6.4032 -3.8989 0.7575
H -6.1177 -2.5991 -0.4558
H -5.8329 -0.9105 3.0154
H -6.9034 -0.8840 1.6990
H -6.9114 -2.2732 2.7474
H -1.5111 -1.6931 -1.1731
H -3.2066 -1.6100 -1.4169
H -2.5451 -3.1044 -0.8444
C -1.1962 3.9045 -4.8146
C -1.0031 2.6455 -3.9491
C -2.4421 2.1135 -3.7767
C -2.5624 0.7729 -3.0822
C -1.7204 -0.2194 -3.8591
C -0.2422 0.2609 -4.1019
N -0.1881 1.6045 -4.6452
O 0.8882 2.0083 -5.1065
C 0.5839 -0.0008 -2.8171
C 0.2522 -0.8078 -5.1342
C -0.3696 3.1144 -2.6105
H -1.4245 3.8219 -5.8805
H -0.3638 4.6041 -4.7527
H -2.1174 4.4155 -4.5337
H -3.1048 2.7487 -3.1893
H -2.8663 2.0367 -4.7807
H -3.6192 0.5279 -2.9637
H -2.2680 0.7740 -2.0290
H -2.2819 -0.3428 -4.7890
H -1.7575 -1.2008 -3.3886
H 0.1708 0.3581 -1.8777
H 0.6427 -1.0798 -2.6876
H 1.5743 0.4057 -3.0245
H -0.3120 -0.8951 -6.0653
H 1.2551 -0.5807 -5.5008
H 0.2364 -1.8262 -4.7532
H -0.9200 3.9585 -2.1957
H 0.6893 3.3534 -2.7034
H -0.4779 2.4129 -1.7827
N 1.0870 -1.8917 2.6161
C 0.9149 -2.9074 3.5050
C 0.7886 -2.4304 4.7672
C 0.8207 -1.0321 4.6187
C 0.9894 -0.6662 3.2924
H 1.1324 -1.9522 1.6173
H 0.9040 -3.9340 3.1696
H 0.7942 -2.9304 5.7212
H 0.8306 -0.2258 5.3379
H 1.0369 0.2181 2.6810



Entry 3:
83
Properties=species:S:1:pos:R:3 method="wB97M-V/def2-TZVPD" spin_multiplicity=1 e_tot_ev=-63920.6617 smiles="CCOCCOCCOC[C@H](COC)N(CC(C)C)P(=O)(O)O.O=[N+]([O-])c1ccccc1.O=[N+]([O-])c1ccccc1" e_homo_ha=-0.3396 lumo_ev=-0.46 homo_lumo_gap_ev=8.78
C -5.6243 5.4954 -4.0251
C -6.0790 4.2243 -4.7348
O -5.3683 3.0957 -4.2377
C -6.1864 1.9916 -3.9025
C -6.8980 2.1390 -2.5578
O -6.2269 1.5310 -1.4801
C -4.9060 2.0137 -1.3008
C -4.4426 1.6034 0.1009
O -3.2096 0.8908 0.0743
C -2.1753 1.3323 0.9425
C -0.9300 1.9354 0.2326
C -1.2738 2.6378 -1.0828
O -2.0661 3.7641 -0.7695
C -2.1020 4.7139 -1.8139
N 0.1599 0.9453 0.1368
C 1.5095 1.4924 0.3833
C 2.0224 2.6729 -0.4492
C 2.3797 2.2581 -1.8838
C 3.2437 3.2472 0.2995
P 0.0458 -0.3373 -0.9086
O 1.1721 -1.2776 -0.8084
O -0.1729 0.2226 -2.4118
O -1.3809 -0.9677 -0.5373
H -6.2519 6.3407 -4.3315
H -4.5893 5.7396 -4.2793
H -5.7047 5.3842 -2.9380
H -7.1596 4.0799 -4.6050
H -5.8822 4.3004 -5.8129
H -5.5235 1.1178 -3.8694
H -6.9223 1.8026 -4.6996
H -7.8858 1.6675 -2.6048
H -7.0461 3.2123 -2.3514
H -4.2275 1.5644 -2.0433
H -4.8936 3.1005 -1.4297
H -5.2080 0.9320 0.5092
H -4.3516 2.4755 0.7537
H -1.8221 0.4531 1.4918
H -2.5770 2.0391 1.6748
H -0.5519 2.7329 0.8871
H -0.3579 2.9478 -1.6014
H -1.8239 1.9748 -1.7636
H -2.7993 4.4119 -2.6087
H -1.1036 4.8473 -2.2493
H -2.4318 5.6662 -1.3892
H 1.5271 1.7862 1.4447
H 2.2170 0.6615 0.2797
H 1.2703 3.4706 -0.4912
H 2.8606 1.2709 -1.8996
H 3.0782 2.9766 -2.3293
H 1.5041 2.2053 -2.5411
H 2.9342 3.9426 1.0847
H 3.9181 3.7730 -0.3838
H 3.8229 2.4474 0.7815
H -1.0247 0.0030 -2.7793
H -2.1736 -0.4668 -0.7658
O 5.7665 0.3020 1.9664
N 5.2183 0.0903 3.0268
O 5.3228 0.7986 4.0051
C 4.3617 -1.1033 3.1314
C 4.2483 -1.9388 2.0359
C 3.4272 -3.0505 2.1377
C 2.7416 -3.3084 3.3173
C 2.8814 -2.4587 4.4077
C 3.6973 -1.3424 4.3214
H 4.7798 -1.7152 1.1233
H 3.3122 -3.7077 1.2868
H 2.0948 -4.1707 3.3897
H 2.3495 -2.6648 5.3264
H 3.8145 -0.6645 5.1532
O 1.6605 -7.8597 3.7076
N 2.6685 -7.2056 3.8483
O 2.7643 -6.2289 4.5609
C 3.8655 -7.6073 3.0886
C 3.7834 -8.7022 2.2487
C 4.9089 -9.0620 1.5250
C 6.0828 -8.3302 1.6507
C 6.1391 -7.2346 2.5024
C 5.0217 -6.8625 3.2326
H 2.8596 -9.2546 2.1661
H 4.8671 -9.9138 0.8603
H 6.9571 -8.6135 1.0799
H 7.0534 -6.6653 2.5980
H 5.0403 -6.0111 3.8964



Entry 4:
77
Properties=species:S:1:pos:R:3 method="wB97M-V/def2-TZVPD" spin_multiplicity=1 e_tot_ev=-94483.3478 total_charge=+1 e_homo_ha="-0.3548 / -0.3504" lumo_ev="-4.77 / -4.84" homo_lumo_gap_ev="4.89 / 4.69"
Al -0.9543 -0.3090 -0.5871
C 2.7542 1.7628 0.1094
C 2.4101 1.9257 1.4834
C 2.4295 -0.3216 1.0051
C 2.7280 0.3720 -0.1876
C 2.2640 0.6388 2.0486
C 3.2634 2.8022 -0.7998
H 2.8235 3.7807 -0.5526
H 3.0567 2.5995 -1.8634
H 4.3668 2.8767 -0.7275
C 3.1742 -0.1949 -1.4590
H 2.7966 0.3073 -2.3405
H 2.8374 -1.2290 -1.5150
H 4.2717 -0.1908 -1.4583
C 2.6058 -1.7606 1.2331
H 3.6427 -1.9259 1.5711
H 2.4215 -2.3501 0.3385
H 1.9418 -2.1397 2.0072
C 2.3126 0.3319 3.4973
H 3.3662 0.2547 3.8238
H 1.8369 -0.6321 3.7383
H 1.8381 1.1206 4.0871
C 2.5012 3.2151 2.2023
H 3.5371 3.4324 2.4787
H 1.9041 3.1701 3.1141
H 2.1418 4.0130 1.5751
C -3.2081 0.4943 -1.7298
C -2.2120 1.5564 -2.0149
C -2.2209 2.7615 -1.0571
C -2.0082 2.4793 0.4246
C -1.5516 1.0685 0.6547
C -2.6161 0.2082 1.0900
C -4.0452 0.3517 0.7211
C -4.3230 0.7623 -0.7798
H -3.2363 3.1445 -1.2058
H -2.9508 2.7133 0.9402
H -1.5672 3.5690 -1.4060
H -4.6794 1.8049 -0.7670
H -3.4143 -0.2399 -2.5375
H -2.3553 1.9332 -3.0311
H -5.1970 0.1726 -1.1202
H -4.5120 -0.6243 0.9048
H -2.5775 -0.3929 2.0153
H -4.5980 1.0318 1.4100
H -1.3560 3.2134 0.8918
H -0.5389 1.0111 1.1083
P -0.6703 0.7853 -2.5624
P -0.6706 -1.7316 1.8980
C -1.9270 -1.8163 -0.8140
C -1.7352 -2.6265 0.4358
H -1.7279 -2.2683 -1.7903
H -2.8383 -1.1966 -0.8102
H -2.7461 -2.7990 0.8222
H -1.1473 -3.5189 0.1655
C 0.0621 -3.2681 2.4343
H 0.8354 -3.0914 3.1883
H 0.5149 -3.7539 1.5515
H -0.7275 -3.9192 2.8367
C -1.2209 -1.2373 3.6270
H -1.7645 -2.0635 4.0838
H -1.8160 -0.3039 3.7039
H -0.2672 -1.0276 4.1603
C -0.8919 0.1001 -4.1945
H -0.1401 0.6641 -4.7611
H -1.8619 0.1773 -4.7133
H -0.5944 -0.9646 -4.1527
C 0.5479 2.0342 -2.3577
H 1.4561 1.4740 -2.0797
H 0.3126 2.8211 -1.6453
H 0.5884 2.4617 -3.3718
Cl 1.1990 -4.7140 -0.2449
C 1.6055 -3.8589 -1.7653
Cl 3.3901 -3.4748 -1.6819
Cl 1.3103 -4.9593 -3.1450
C 0.8147 -2.4989 -1.9952
O 0.2648 -2.4045 -3.0849
O 0.7416 -1.5897 -1.0712